Record 1
Entry from the Open Molecules 2025 dataset: 3 unconnected molecules or ions with the total composition C2H9OS at a distorted geometry (wB97M-V/def2-TZVPD).

Positions of all 13 atoms, in Å:
O  1.6405  -0.2357  2.6840
H  1.3362  -1.0461  3.1091
H  -2.9654  2.6777  -1.4673
H  2.4825  -0.0225  3.1076
C  -0.6067  -1.2094  -0.8357
C  0.2501  -0.0122  -0.6615
S  1.7590  -0.2237  -0.1629
H  -1.4068  -1.1861  -0.0942
H  -0.1168  -2.1552  -0.6941
H  -1.0667  -1.2089  -1.8208
H  -3.2152  2.6533  -2.1646
H  -0.2755  0.9181  -0.8563
H  2.1848  1.0507  -0.1434

Results
**LUMO**: -6.0 eV
**Net charge**: +1
**Energy**: -15093.621 eV
**ΔE to the lowest compared entry with this formula, charge and spin**: 1.896 eV
**HOMO level**: -15.638 eV

Record 2
Entry from the Open Molecules 2025 dataset: C4H6N2O in the gas phase (wB97M-V/def2-TZVPD).

Positions of all 13 atoms, in Å:
N  -1.8824  0.6187  -0.0626
C  -0.4841  0.3382  -0.0088
C  0.6767  1.1711  0.1009
C  1.7712  0.3512  0.1132
N  1.3256  -0.9564  0.0228
C  -0.0297  -0.9534  -0.0624
O  -0.7257  -2.1039  -0.1772
H  -2.0876  1.3588  -0.7262
H  -2.2381  0.9195  0.8398
H  0.6955  2.2517  0.1482
H  2.8255  0.5708  0.1904
H  1.8973  -1.7781  -0.0694
H  -1.6444  -1.8142  -0.3100

Results
**SMILES string**: Nc1cc[nH]c1O
**LUMO**: 1.0 eV
**Energy**: -9272.650 eV
**ΔE to the lowest compared entry with this formula, charge and spin**: 0.852 eV
**HOMO level**: -7.562 eV